A structure of composition C41H40NOP2SSbSe4Tc in a non-equilibrium geometry, computed with wB97M-V/def2-TZVPD.

The calculation puts the molecular weight at 1192.4 g/mol. For the highest occupied orbital energy, the calculation gives -10.0 eV. Its total charge is +1. The value obtained for the energy above the lowest of the compared OMol25 structures with the same formula, charge and spin is 0.00 kcal per mole. The frontier orbital gap comes out at 0.24937 Eh. The calculation puts the total energy at -12723.89862 Eh. Its LUMO energy is -3.198 eV.

Each line ends with the Mulliken charge.
CARTESIAN COORDINATES (ANGSTROEM)
1 Tc 0.39020 -0.90597 -0.69794  -0.542
2 C 0.14794 2.71480 -0.96040  -2.619
3 N -1.00878 2.61004 -0.09418  1.302
4 C -0.66673 2.06652 1.21309  -1.583
5 P -0.72328 0.21503 1.21062  2.275
6 C -2.35540 -0.12660 1.94031  1.313
7 C -2.84228 0.57833 3.04375  -0.605
8 C -4.09384 0.29234 3.56347  -0.913
9 C -4.88108 -0.69512 2.98378  -0.658
10 C -4.41050 -1.39850 1.88607  -0.838
11 C -3.15332 -1.11369 1.37163  -0.025
12 C 0.53854 -0.16666 2.46553  -0.055
13 C 1.82162 -0.25385 1.92178  1.698
14 C 2.91365 -0.58342 2.70693  -0.847
15 C 2.72528 -0.82167 4.06215  -0.895
16 C 1.45486 -0.73307 4.61413  -0.448
17 C 0.36041 -0.41252 3.82039  -0.783
18 C -1.90297 3.72701 -0.05548  -0.455
19 C -3.24063 3.47257 0.23684  0.091
20 C -4.14936 4.51588 0.31046  -0.805
21 C -3.73578 5.82090 0.07442  -0.520
22 C -2.40584 6.07419 -0.22250  -0.876
23 C -1.48621 5.03412 -0.27942  -0.142
24 P 0.53804 1.14556 -1.86907  3.481
25 C -0.54101 1.28308 -3.33147  -0.253
26 C -0.16236 0.65659 -4.51908  -0.552
27 C -0.99625 0.68412 -5.62540  -0.873
28 C -2.22628 1.32479 -5.55096  -0.660
29 C -2.61344 1.94139 -4.37114  -0.720
30 C -1.77565 1.92364 -3.26360  -0.456
31 C 2.17499 1.65825 -2.50221  0.632
32 C 2.33164 2.50289 -3.59993  -0.579
33 C 3.59553 2.93653 -3.97556  -0.800
34 C 4.71369 2.54210 -3.25456  -0.602
35 C 4.56676 1.71676 -2.14841  -0.907
36 C 3.30415 1.27796 -1.77674  -0.672
37 H 1.05979 2.98898 -0.40957  0.551
38 H -0.00970 3.47872 -1.72180  0.889
39 H -1.37484 2.43248 1.95272  0.805
40 H 0.33447 2.38873 1.53024  0.385
41 H -2.24688 1.35453 3.50939  0.426
42 H -4.45849 0.84315 4.42087  0.458
43 H -5.86111 -0.91217 3.38837  0.408
44 H -5.01935 -2.16819 1.42991  0.457
45 H -2.78391 -1.67036 0.51874  -0.459
46 H 1.98333 -0.02904 0.85802  -1.329
47 H 3.90116 -0.65314 2.26917  0.527
48 H 3.56967 -1.08080 4.68725  0.409
49 H 1.31362 -0.92267 5.67086  0.470
50 H -0.63200 -0.37862 4.25126  0.421
51 H -3.55730 2.44762 0.39832  0.499
52 H -5.18735 4.30826 0.53686  0.422
53 H -4.44660 6.63507 0.12106  0.409
54 H -2.07321 7.08868 -0.40025  0.410
55 H -0.44650 5.25084 -0.49041  0.467
56 H 0.80044 0.16396 -4.58318  0.562
57 H -0.68725 0.20433 -6.54557  0.449
58 H -2.88047 1.34324 -6.41282  0.418
59 H -3.57164 2.44079 -4.30842  0.481
60 H -2.10003 2.39681 -2.34497  0.244
61 H 1.46609 2.81896 -4.16826  0.454
62 H 3.70559 3.58774 -4.83297  0.454
63 H 5.69780 2.88092 -3.55097  0.411
64 H 5.43487 1.41706 -1.57457  0.477
65 H 3.19402 0.63210 -0.91332  0.117
66 Se -1.55147 -2.57583 -3.95301  -0.339
67 Sb -2.21518 -3.91030 -1.92370  -0.012
68 Se -1.51235 -1.38697 -1.90775  0.473
69 Se 0.53756 -3.13671 0.51101  0.409
70 Se 0.02500 -4.79538 -1.09344  -0.385
71 S -0.96032 -3.45168 2.08928  0.008
72 C -0.08445 -4.53347 3.19891  0.430
73 C 0.14667 -4.08782 4.49417  -0.314
74 C 0.77667 -4.92504 5.40504  -0.705
75 C 1.18980 -6.18994 5.01586  -0.465
76 C 0.95659 -6.62995 3.71813  -0.709
77 C 0.30620 -5.81053 2.80964  -0.362
78 H -0.16291 -3.09134 4.78158  0.371
79 H 0.95116 -4.58237 6.41680  0.394
80 H 1.68778 -6.83902 5.72412  0.391
81 H 1.26752 -7.62186 3.41704  0.399
82 H 0.09551 -6.16147 1.80832  0.384
83 C 4.26249 -2.15972 -1.55896  -1.023
84 O 2.99129 -1.75576 -1.01718  0.294
85 C 1.88531 -1.66279 -1.75866  0.809
86 C 2.04549 -2.08944 -3.17280  -1.769
87 H 4.19624 -3.14487 -2.01595  0.343
88 H 4.94172 -2.19640 -0.71336  0.244
89 H 4.61555 -1.42982 -2.28691  0.381
90 H 2.84092 -1.51794 -3.66366  0.429
91 H 1.11636 -1.95853 -3.71253  0.058
92 H 2.32027 -3.14733 -3.22528  0.464